[1]
The following is a DFT calculation (ωB97M-V with the def2-TZVPD basis set) of a structure of composition C45H50BHfN11PSb2 in a non-equilibrium geometry.

CARTESIAN COORDINATES (ANGSTROEM)
Hf  -2.601  -5.123  -0.002
C  0.664  -4.961  2.825
C  -0.094  -4.177  1.977
N  -0.678  -4.966  1.020
N  -0.213  -6.227  1.195
C  0.542  -6.294  2.271
B  -0.461  -7.490  0.191
N  -1.886  -8.010  0.662
C  -2.319  -9.115  1.314
C  -3.681  -8.947  1.664
C  -4.010  -7.719  1.246
N  -2.964  -7.116  0.670
N  -0.703  -6.952  -1.293
C  -0.334  -7.654  -2.394
C  -0.949  -7.149  -3.511
C  -1.678  -6.074  -3.039
N  -1.631  -5.921  -1.671
N  0.778  -8.337  0.248
C  0.878  -9.678  0.015
C  2.194  -9.889  -0.239
C  2.836  -8.650  -0.208
N  1.968  -7.685  0.063
H  1.322  -4.612  3.611
H  -0.355  -3.124  2.065
H  1.077  -7.182  2.552
H  -1.630  -9.898  1.559
H  -4.318  -9.684  2.123
H  -4.947  -7.156  1.392
H  0.375  -8.457  -2.383
H  -0.808  -7.460  -4.551
H  -2.321  -5.494  -3.748
H  0.158  -10.397  0.309
H  2.619  -10.846  -0.488
H  3.935  -8.586  -0.402
C  1.031  2.709  0.662
C  -0.098  1.984  -0.135
C  -0.425  0.468  0.212
Sb  -1.891  -0.247  -1.358
C  -3.847  0.428  -0.528
C  -4.080  0.545  0.846
C  -5.348  0.837  1.307
C  -6.352  1.025  0.380
C  -6.123  0.953  -0.988
C  -4.920  0.564  -1.417
C  -2.809  -2.322  -0.420
C  -3.132  -2.671  0.945
C  -4.286  -3.323  1.278
C  -4.972  -4.056  0.278
C  -4.414  -4.006  -1.112
C  -3.457  -3.029  -1.380
Sb  1.452  4.655  -0.123
C  -0.503  5.602  -0.138
C  -1.638  5.026  -0.696
C  -2.855  5.681  -0.553
C  -2.937  6.892  0.132
C  -1.763  7.459  0.597
C  -0.551  6.829  0.476
C  2.219  4.158  -1.981
C  3.296  3.248  -1.879
C  4.013  2.872  -3.030
C  3.549  3.456  -4.232
C  2.478  4.357  -4.289
C  1.749  4.665  -3.158
H  1.947  2.171  0.577
H  0.730  2.725  1.721
H  0.151  2.100  -1.202
H  -1.060  2.524  0.040
H  -0.806  0.339  1.250
H  0.512  -0.164  0.104
H  -3.233  0.423  1.485
H  -5.479  1.196  2.330
H  -7.385  1.355  0.637
H  -6.973  1.085  -1.605
H  -4.696  0.520  -2.433
H  -2.540  -2.092  1.586
H  -4.311  -3.467  2.345
H  -5.785  -4.599  0.715
H  -4.968  -4.664  -1.885
H  -3.233  -2.764  -2.385
H  -1.692  4.029  -1.186
H  -3.732  5.312  -1.059
H  -3.841  7.446  0.285
H  -1.816  8.483  0.991
H  0.389  7.298  0.811
H  3.546  2.762  -0.972
H  4.793  2.120  -3.072
H  4.049  3.237  -5.105
H  2.285  4.715  -5.285
H  0.909  5.351  -3.260
C  4.980  8.495  1.558
N  5.257  7.765  0.272
C  6.311  6.730  0.544
N  5.951  5.757  1.567
C  5.677  6.512  2.799
N  4.657  7.507  2.642
C  3.382  6.862  2.439
P  3.395  5.942  0.872
C  4.148  7.226  -0.379
C  4.879  4.861  1.140
H  4.234  9.225  1.289
H  5.886  9.035  1.883
H  7.238  7.253  0.783
H  6.579  6.261  -0.423
H  6.603  6.981  3.098
H  5.440  5.797  3.565
H  2.523  7.473  2.631
H  3.268  6.104  3.235
H  3.412  7.931  -0.783
H  4.421  6.571  -1.171
H  5.137  4.335  0.239
H  4.708  4.205  2.031

Electronic energy = -88175.9680 eV
Multiplicity = 2
Molecular weight = 1208.8 g mol⁻¹
E_HOMO (alpha / beta) = -15.17 / -16.61 eV
Relative energy (zero: lowest compared OMol25 entry of this formula, charge and spin) = 118.1 kJ/mol
HOMO-LUMO gap (alpha / beta) = 5.7 / 7.1 eV
Total charge = +4



[2]
The following is a DFT calculation (ωB97M-V with the def2-TZVPD basis set) of a cluster of 2 separate species, C3H6O2 in total in a non-equilibrium geometry.

CARTESIAN COORDINATES (ANGSTROEM)
C  0.234  1.505  -0.565
C  0.053  0.215  0.201
O  0.406  0.195  1.361
C  -0.493  -0.994  -0.427
O  -0.215  -2.112  1.337
H  -0.008  2.326  0.114
H  -0.343  1.595  -1.485
H  1.300  1.581  -0.805
H  0.118  -1.857  -0.554
H  -1.200  -0.823  -1.284
H  0.147  -1.602  2.108

Electronic energy = -7298.7298 eV
Molecular weight = 74.1 g mol⁻¹
E_HOMO (alpha / beta) = -10.04 / -9.62 eV
Relative energy (zero: lowest compared OMol25 entry of this formula, charge and spin) = 477.4 kJ/mol
HOMO-LUMO gap (alpha / beta) = 9.1 / 8.6 eV



[3]
The following is a DFT calculation (ωB97M-V with the def2-TZVPD basis set) of a structure of composition C24H18IrN5O2.

CARTESIAN COORDINATES (ANGSTROEM)
Ir  0.247  -2.081  -0.476
C  2.707  -0.390  -1.135
N  1.302  -0.270  -0.823
C  0.606  0.976  -0.885
C  -1.432  0.429  -1.230
C  -2.832  0.849  -1.561
C  -3.574  -0.246  -1.712
C  -2.680  -1.396  -1.498
N  -1.471  -1.035  -1.225
C  3.088  -1.805  -0.775
C  4.128  -2.106  0.060
C  4.325  -3.433  0.477
C  3.473  -4.461  0.085
C  2.439  -4.183  -0.785
C  2.216  -2.849  -1.220
H  3.304  0.362  -0.611
H  2.849  -0.199  -2.212
H  1.259  1.847  -0.848
H  -3.154  1.879  -1.649
H  -4.627  -0.315  -1.944
H  -2.963  -2.441  -1.563
H  4.794  -1.327  0.413
H  5.157  -3.657  1.134
H  3.651  -5.474  0.418
H  1.829  -4.986  -1.181
H  1.735  -2.736  -2.203
O  -2.709  4.816  0.495
N  -2.124  4.368  1.459
O  -1.948  4.908  2.518
C  -1.589  2.981  1.330
C  -1.762  2.202  2.430
C  -1.346  0.830  2.461
C  -1.504  0.073  3.630
C  -1.055  -1.227  3.658
C  -0.471  -1.734  2.511
N  -0.341  -1.020  1.375
C  -0.764  0.254  1.333
C  -0.658  1.041  0.039
N  -0.283  0.917  -2.071
C  -0.477  2.078  -2.819
C  -0.378  3.311  -2.232
C  -0.671  3.478  -0.865
C  -0.984  2.532  0.138
H  -2.208  2.644  3.315
H  -1.974  0.519  4.500
H  -1.152  -1.847  4.539
H  -0.085  -2.744  2.490
H  -0.770  1.953  -3.857
H  -0.312  4.201  -2.846
H  -0.808  4.512  -0.579

Electronic energy = -39527.0530 eV
Multiplicity = 6
Molecular weight = 600.7 g mol⁻¹
E_HOMO (alpha / beta) = -17.84 / -18.58 eV
HOMO-LUMO gap (alpha / beta) = 6.8 / 6.0 eV
Total charge = +3



[4]
The following is a DFT calculation (ωB97M-V with the def2-TZVPD basis set) of an isolated molecule of C4H9NO2.

CARTESIAN COORDINATES (ANGSTROEM)
C  2.091  0.240  -0.270
O  1.326  -0.344  0.759
C  0.110  0.313  0.996
C  -0.881  0.156  -0.176
C  -1.164  -1.329  -0.423
N  -2.107  0.893  0.212
O  -2.042  2.035  -0.172
H  3.059  -0.265  -0.274
H  1.621  0.112  -1.255
H  2.245  1.315  -0.092
H  0.268  1.389  1.172
H  -0.308  -0.140  1.901
H  -0.526  0.796  -0.997
H  -1.629  -1.769  0.470
H  -0.230  -1.877  -0.585
H  -1.832  -1.524  -1.268

Electronic energy = -9876.0081 eV
Molecular weight = 103.1 g mol⁻¹
E_HOMO = -9.25 eV
Relative energy (zero: lowest compared OMol25 entry of this formula, charge and spin) = 391.0 kJ/mol
HOMO-LUMO gap = 9.2 eV



What is the formula in the third record?
C24H18IrN5O2



What did the second record say?
The following is a DFT calculation (ωB97M-V with the def2-TZVPD basis set) of a cluster of 2 separate species, C3H6O2 in total in a non-equilibrium geometry.

CARTESIAN COORDINATES (ANGSTROEM)
C  0.234  1.505  -0.565
C  0.053  0.215  0.201
O  0.406  0.195  1.361
C  -0.493  -0.994  -0.427
O  -0.215  -2.112  1.337
H  -0.008  2.326  0.114
H  -0.343  1.595  -1.485
H  1.300  1.581  -0.805
H  0.118  -1.857  -0.554
H  -1.200  -0.823  -1.284
H  0.147  -1.602  2.108

Electronic energy = -7298.7298 eV
Molecular weight = 74.1 g mol⁻¹
E_HOMO (alpha / beta) = -10.04 / -9.62 eV
Relative energy (zero: lowest compared OMol25 entry of this formula, charge and spin) = 477.4 kJ/mol
HOMO-LUMO gap (alpha / beta) = 9.1 / 8.6 eV



The lowest molecular weight belongs to which entry?
C3H6O2